Entry from the OMol25 dataset: a 2-piece molecular cluster, C3H11N2S overall (ωB97M-V/def2-TZVPD).

Calculated values
Frontier orbital gap: 8.11 eV
Energy relative to the best compared isomer or geometry (same formula, charge and spin): 205.50 kJ/mol
Net charge: +1
F_max: 3.922 eV/A

Last column: Mulliken charge in e.
Atoms and positions in Å:
C 0.68942 -2.07184 2.65921  -0.990
C 1.64114 -1.08691 1.99580  -0.602
S 1.40466 -0.58575 0.25637  -0.245
H -0.14452 -1.59375 2.94874  0.335
H 0.50980 -2.85594 1.85854  0.282
H 1.12096 -2.50426 3.61497  0.295
H 2.53012 -1.59897 1.96048  0.373
H 1.69522 -0.26888 2.56635  0.481
H 2.68553 -0.88752 0.12948  0.163
N -0.96060 1.03032 -1.33496  -0.135
C -1.46096 2.05264 -2.00722  0.118
N -2.22389 1.99788 -3.12463  -0.440
H -1.40807 0.19639 -1.75318  0.286
H -0.10455 0.84295 -0.74059  0.131
H -1.24840 3.02114 -1.72141  0.385
H -2.89508 2.73823 -3.30901  0.287
H -1.83078 1.57428 -3.99895  0.278

Forces on atoms 1 to 3 (eV/Å):
C 2.60 -2.42 -1.66
C -1.95 -2.23 -0.57
S -0.26 -0.50 0.39


Entry from the OMol25 dataset: C53H41Cl4CrN8O2S2 as an isolated structure (ωB97M-V/def2-TZVPD).

Calculated values
Frontier orbital gap (spin up / spin down): 5.90 / 5.65 eV
Energy relative to the best compared isomer or geometry (same formula, charge and spin): 0.00 kJ/mol
2S+1: 4
Net charge: 0
<S²>: 3.828
F_max: 0.117 eV/A

Last column: Löwdin spin population.
Atoms and positions in Å:
Cr -0.03795 -1.21873 0.03652  3.004
Cl 6.48801 -0.57979 -6.78412  0.000
C 5.28570 -0.65909 -5.53022  0.000
C 4.76202 -1.88990 -5.16857  0.000
C 3.80524 -1.94496 -4.16807  0.000
C 3.37103 -0.78596 -3.52579  0.000
C 3.91509 0.43751 -3.90422  0.000
C 4.87029 0.50580 -4.90859  0.000
C 2.34009 -0.88395 -2.45054  0.000
C 1.07861 -1.36894 -2.81036  0.009
C 0.66400 -1.62967 -4.16153  0.005
C -0.61615 -2.07191 -4.10286  0.006
C -0.98679 -2.09486 -2.71687  0.009
C -2.20224 -2.58098 -2.23762  -0.001
C -3.22871 -2.97655 -3.24346  0.000
C -3.91143 -1.99622 -3.95797  0.000
C -4.86888 -2.33735 -4.90061  0.000
C -5.14349 -3.67562 -5.12791  0.000
Cl -6.34156 -4.11449 -6.30792  0.000
C -4.47903 -4.67025 -4.42998  0.000
C -3.52442 -4.31341 -3.48965  0.000
C -2.51414 -2.72622 -0.89162  0.007
N -1.71635 -2.34707 0.15839  -0.017
C -2.42752 -2.60413 1.29636  0.014
C -2.05591 -2.24621 2.59275  -0.009
C -3.01649 -2.56315 3.69034  -0.002
C -3.12725 -3.85684 4.18848  -0.001
C -4.02725 -4.15511 5.20098  0.000
C -4.82159 -3.14436 5.71544  0.000
Cl -5.95277 -3.50735 6.98465  0.000
C -4.72997 -1.84794 5.23658  0.000
C -3.82569 -1.56515 4.22451  -0.001
C -0.89910 -1.55613 2.92365  0.015
C -0.58158 -1.10093 4.25225  0.010
C 0.58707 -0.43197 4.16997  0.010
C 1.02155 -0.50641 2.79796  0.015
N 0.09221 -1.18040 2.05618  -0.012
C 2.23052 -0.00605 2.32275  -0.006
C 2.63794 -0.09690 0.99244  0.016
C 3.97009 0.20475 0.53731  0.006
C 4.00998 -0.07256 -0.78160  0.011
C 2.69676 -0.52242 -1.15725  0.009
N 1.88045 -0.54987 -0.05232  -0.010
C 3.16688 0.63060 3.28853  -0.001
C 3.59150 1.94280 3.09003  -0.001
C 4.46255 2.55607 3.97647  0.000
C 4.91470 1.84790 5.07722  -0.001
Cl 5.99628 2.61601 6.20224  0.000
C 4.52351 0.53726 5.29178  0.000
C 3.65462 -0.06329 4.39365  -0.001
C -3.69155 -3.19821 0.95848  0.005
C -3.75075 -3.26101 -0.39151  0.011
N 0.05634 -1.65165 -1.94970  -0.005
H 5.10379 -2.78899 -5.66235  0.000
H 3.39017 -2.90174 -3.87556  0.000
H 3.57197 1.34332 -3.41726  0.000
H 5.28710 1.45705 -5.20978  0.000
H 1.27893 -1.49557 -5.03609  0.000
H -1.24813 -2.37618 -4.92117  0.000
H -3.69348 -0.95293 -3.76360  0.000
H -5.40248 -1.57550 -5.45197  0.000
H -4.70559 -5.70939 -4.62435  0.000
H -2.99598 -5.08432 -2.94230  0.000
H -2.50052 -4.63986 3.77960  0.000
H -4.11224 -5.16012 5.59045  0.000
H -5.36066 -1.07355 5.65078  0.000
H -3.74414 -0.55601 3.83868  0.000
H -1.19104 -1.26059 5.12604  0.000
H 1.10518 0.08266 4.96083  0.000
H 4.77766 0.54550 1.16292  0.000
H 4.84972 0.00596 -1.45098  0.001
H 3.23673 2.48856 2.22609  0.000
H 4.78757 3.57445 3.81124  0.000
H 4.90070 -0.00698 6.14651  0.000
H 3.35657 -1.09261 4.54981  0.000
H -4.44296 -3.50228 1.66809  0.000
H -4.56213 -3.62408 -1.00020  0.001
C -3.01194 1.66214 0.84919  -0.006
O -2.03481 0.62199 0.97024  -0.011
C -1.31327 0.36682 -0.13837  -0.073
O -1.50982 0.96564 -1.17382  -0.006
H -2.52423 2.61086 0.62833  0.000
H -3.50335 1.71921 1.81683  -0.001
H -3.73320 1.42192 0.06746  -0.001
C -1.08789 1.65552 -4.21081  0.000
N 0.12833 1.92910 -3.46605  0.000
C 0.40691 2.92992 -2.62870  0.000
S 1.97534 3.03183 -1.96965  0.000
N -0.49074 3.89084 -2.34434  0.000
C -1.95013 3.82410 -2.37306  0.000
H -0.85097 0.87038 -4.92560  0.000
H -1.39894 2.53608 -4.77013  0.000
H -1.89048 1.30338 -3.56532  0.000
H 0.82728 1.20355 -3.45862  0.000
H -0.09778 4.59196 -1.74063  0.000
H -2.35009 4.00592 -3.36939  0.000
H -2.31613 4.61117 -1.71719  0.000
H -2.30098 2.87106 -1.98488  0.000
C 1.33205 4.67023 4.55163  0.000
N 1.71522 4.73825 3.15796  0.000
C 2.74867 5.51107 2.64817  0.000
C 2.83028 5.24754 1.32956  0.000
N 1.84893 4.32030 1.04686  0.000
C 1.15802 3.98858 2.16655  0.000
S -0.07761 2.85839 2.27815  0.000
H 2.19770 4.41379 5.16274  0.000
H 0.57728 3.89299 4.64546  0.000
H 0.91643 5.62230 4.88146  0.000
H 3.31533 6.18160 3.26940  0.000
H 3.48453 5.63664 0.57061  0.000
H 1.69886 3.87342 0.13548  0.000

Forces on atoms 1 to 3 (eV/Å):
Cr -0.07 0.01 0.03
Cl -0.01 0.00 0.00
C 0.01 0.00 0.00


Please write out number 1 again, unchanged.
Entry from the OMol25 dataset: a 2-piece molecular cluster, C3H11N2S overall (ωB97M-V/def2-TZVPD).

Calculated values
Frontier orbital gap: 8.11 eV
Energy relative to the best compared isomer or geometry (same formula, charge and spin): 205.50 kJ/mol
Net charge: +1
F_max: 3.922 eV/A

Last column: Mulliken charge in e.
Atoms and positions in Å:
C 0.68942 -2.07184 2.65921  -0.990
C 1.64114 -1.08691 1.99580  -0.602
S 1.40466 -0.58575 0.25637  -0.245
H -0.14452 -1.59375 2.94874  0.335
H 0.50980 -2.85594 1.85854  0.282
H 1.12096 -2.50426 3.61497  0.295
H 2.53012 -1.59897 1.96048  0.373
H 1.69522 -0.26888 2.56635  0.481
H 2.68553 -0.88752 0.12948  0.163
N -0.96060 1.03032 -1.33496  -0.135
C -1.46096 2.05264 -2.00722  0.118
N -2.22389 1.99788 -3.12463  -0.440
H -1.40807 0.19639 -1.75318  0.286
H -0.10455 0.84295 -0.74059  0.131
H -1.24840 3.02114 -1.72141  0.385
H -2.89508 2.73823 -3.30901  0.287
H -1.83078 1.57428 -3.99895  0.278

Forces on atoms 1 to 3 (eV/Å):
C 2.60 -2.42 -1.66
C -1.95 -2.23 -0.57
S -0.26 -0.50 0.39


Look up the net charge of the first one.
+1


What is the formula in the first record?
C3H11N2S